# 1
{"formula": "C33H46FeP2Si", "method": "wB97M-V/def2-TZVPD", "orbital_gap_ha": [0.167, 0.269], "multiplicity": 5, "relative_energy_kcal_mol": 37.2, "homo_energy_ev": [-4.142, -7.042], "total_energy_ev": -95801.76880, "elements": ["P", "P", "C", "C", "H", "H", "H", "H", "C", "H", "H", "H", "C", "H", "H", "H", "C", "H", "H", "H", "C", "H", "H", "H", "Fe", "C", "C", "C", "C", "C", "C", "C", "C", "C", "H", "H", "H", "H", "H", "H", "H", "H", "H", "H", "H", "H", "H", "H", "H", "C", "C", "C", "C", "C", "C", "Si", "C", "C", "C", "C", "C", "C", "C", "C", "C", "C", "C", "C", "H", "H", "H", "H", "H", "H", "H", "H", "H", "H", "H", "H", "H", "H", "H"], "xyz": [[0.1971, -2.6619, -0.8821], [-0.0046, 1.3642, -0.2559], [-0.2623, -1.1832, -1.9573], [0.2233, 0.2764, -1.7665], [-1.3135, -1.2326, -2.2771], [0.2945, -1.5170, -2.8291], [1.2517, 0.3750, -2.1411], [-0.3775, 0.8580, -2.4679], [-1.6706, 2.0042, -0.5915], [-1.9509, 2.6329, 0.2581], [-2.3839, 1.1611, -0.6655], [-1.6910, 2.5754, -1.5246], [1.1990, 2.6342, -0.6138], [1.0619, 3.0177, -1.6233], [2.1985, 2.2096, -0.5315], [1.0963, 3.4401, 0.1019], [-0.8963, -3.9552, -1.4238], [-1.0125, -4.6491, -0.5816], [-0.4454, -4.4892, -2.2689], [-1.8747, -3.5573, -1.7073], [1.8545, -3.2040, -1.3923], [2.5535, -2.3605, -1.4026], [1.7932, -3.6693, -2.3820], [2.1991, -3.9438, -0.6562], [-0.0126, -0.7661, 0.2320], [0.5056, 0.7332, -4.7367], [-0.8386, 0.8350, -4.6929], [-1.7435, 0.0987, -5.6306], [-1.3642, -1.3800, -5.9055], [-0.5753, -2.1053, -4.8524], [0.7688, -2.2231, -4.8418], [1.6703, -1.3985, -5.7133], [1.3039, 0.1003, -5.8439], [0.0794, -2.2128, 1.7268], [1.1475, 1.2374, -3.9975], [-1.3392, 1.5824, -4.0692], [-1.7751, 0.6392, -6.5925], [-2.7814, 0.1278, -5.2525], [-2.3071, -1.9295, -6.0041], [-0.8735, -1.4485, -6.8810], [-1.2031, -2.6122, -4.0974], [1.2712, -3.0084, -4.2664], [1.6919, -1.8377, -6.7247], [2.7108, -1.4670, -5.3495], [2.2505, 0.6507, -5.8560], [0.8322, 0.2829, -6.8132], [0.7652, -2.1714, 2.5860], [0.3601, -3.1503, 1.1893], [-0.9452, -2.3723, 2.1082], [-0.7586, 5.0868, 3.2403], [0.5127, 4.6038, 2.9470], [0.6938, 3.2534, 2.6350], [-0.3965, 2.3641, 2.6266], [-1.6693, 2.8557, 2.9390], [-1.8511, 4.2104, 3.2385], [-0.0659, 0.4811, 2.3720], [1.5754, 0.3848, 3.3731], [2.7337, -0.1486, 2.7918], [3.9237, -0.2053, 3.5260], [3.9789, 0.2834, 4.8324], [2.8345, 0.8440, 5.4046], [1.6378, 0.9038, 4.6742], [-1.3626, -0.2842, 3.5661], [-1.0051, -0.8802, 4.7814], [-1.9852, -1.4082, 5.6376], [-3.3363, -1.3516, 5.2769], [-3.7009, -0.7628, 4.0621], [-2.7170, -0.2307, 3.2125], [-0.9123, 6.1426, 3.4613], [1.3732, 5.2678, 2.9414], [1.7127, 2.8956, 2.4402], [-2.5262, 2.1840, 2.9984], [-2.8613, 4.5708, 3.4556], [2.7239, -0.5130, 1.7575], [4.8110, -0.6330, 3.0638], [4.9052, 0.2346, 5.4084], [2.8623, 1.2424, 6.4184], [0.7557, 1.3577, 5.1350], [0.0392, -0.9306, 5.0931], [-1.6799, -1.8775, 6.5761], [-4.0971, -1.7909, 5.9330], [-4.7500, -0.7244, 3.7589], [-3.0365, 0.2436, 2.2822]], "lowdin_charge": [0.762, 0.735, -0.404, -0.405, 0.089, 0.022, 0.080, 0.028, -0.224, 0.033, 0.057, 0.044, -0.241, 0.045, 0.058, 0.028, -0.258, 0.049, 0.040, 0.049, -0.235, 0.050, 0.017, 0.052, 0.114, -0.115, -0.120, -0.179, -0.175, -0.120, -0.123, -0.177, -0.176, -0.282, 0.098, 0.103, 0.117, 0.110, 0.109, 0.109, 0.102, 0.089, 0.116, 0.109, 0.108, 0.109, -0.007, -0.061, 0.010, -0.097, -0.092, -0.137, -0.309, -0.107, -0.085, 0.654, -0.291, -0.114, -0.096, -0.100, -0.083, -0.117, -0.300, -0.096, -0.085, -0.105, -0.094, -0.140, 0.098, 0.100, 0.108, 0.083, 0.101, 0.081, 0.095, 0.098, 0.100, 0.115, 0.091, 0.098, 0.097, 0.097, 0.089]}

=====

# 2
{"formula": "C3H11N2", "method": "wB97M-V/def2-TZVPD", "charge": 1, "orbital_gap_ha": 0.245, "multiplicity": 1, "relative_energy_kcal_mol": 136.7, "homo_energy_ev": -15.151, "total_energy_ev": -6257.65337, "elements": ["C", "C", "C", "N", "N", "H", "H", "H", "H", "H", "H", "H", "H", "H", "H", "H"], "xyz": [[-2.4994, 0.2546, 0.5660], [1.7988, -0.2007, -1.2363], [1.5781, -0.4478, 0.2587], [0.7077, 0.5181, 0.8180], [-1.3262, 0.0556, -0.2391], [-2.7987, 1.2896, 0.6590], [-2.2643, -0.1021, 1.5698], [2.0871, 0.8359, -1.3944], [0.8760, -0.4280, -1.7720], [2.5334, -0.2869, 0.7963], [1.1712, -1.4558, 0.3935], [-0.3930, 0.5206, 0.3388], [0.5539, 0.3330, 1.8197], [2.5519, -0.8646, -1.6533], [-1.3115, 0.4437, -1.1831], [-3.2650, -0.4653, 0.2585]], "nbo_charge": [-0.462, -0.626, -0.298, -0.261, -0.455, 0.222, 0.226, 0.235, 0.221, 0.314, 0.256, 0.282, 0.395, 0.253, 0.404, 0.295]}

=====

# 3
{"formula": "C30H24CrN7O5S", "method": "wB97M-V/def2-TZVPD", "charge": -2, "orbital_gap_ha": [0.162, 0.167], "multiplicity": 2, "relative_energy_kcal_mol": 11.0, "homo_energy_ev": [-0.243, -0.383], "total_energy_ev": -91424.97493, "elements": ["Cr", "O", "C", "C", "C", "C", "C", "C", "C", "O", "N", "N", "C", "C", "C", "C", "C", "C", "C", "O", "H", "H", "H", "H", "H", "H", "H", "H", "H", "H", "N", "C", "C", "C", "C", "C", "C", "S", "O", "O", "N", "C", "N", "C", "C", "C", "N", "H", "H", "H", "H", "H", "H", "H", "H", "H", "N", "C", "C", "C", "C", "C", "C", "H", "H", "H", "H", "H"], "xyz": [[1.4623, 0.2595, 0.5465], [-1.0554, 1.4863, 4.5131], [-0.3681, 2.6222, 4.3160], [-0.7165, 3.7467, 5.0656], [0.0052, 4.9246, 4.9504], [1.0997, 4.9899, 4.0991], [1.4271, 3.8820, 3.3257], [0.6888, 2.7143, 3.3912], [0.9884, 1.5767, 2.4272], [2.2323, 1.6202, 1.8501], [0.8179, 0.3025, 3.1698], [1.2104, -0.6005, 2.2968], [1.3224, -1.8675, 2.5714], [2.0695, -2.7727, 1.7333], [2.1419, -4.1291, 2.0736], [2.9592, -5.0223, 1.4054], [3.7494, -4.5629, 0.3558], [3.6981, -3.2336, -0.0115], [2.8565, -2.3081, 0.6342], [2.8580, -1.0548, 0.2375], [-0.5100, 0.7533, 4.0610], [-1.5583, 3.6714, 5.7444], [-0.2818, 5.7908, 5.5379], [1.6860, 5.8999, 4.0275], [2.2538, 3.9002, 2.6251], [0.9531, -2.2315, 3.5281], [1.5247, -4.4769, 2.8970], [2.9820, -6.0686, 1.6916], [4.3916, -5.2494, -0.1870], [4.2717, -2.8660, -0.8549], [-4.0576, -2.3749, -5.8957], [-3.0919, -2.3093, -4.8751], [-3.4370, -1.8626, -3.6027], [-2.5009, -1.8724, -2.5793], [-1.2138, -2.3169, -2.8214], [-0.8583, -2.7554, -4.0851], [-1.7894, -2.7509, -5.1092], [-0.0445, -2.4647, -1.4605], [-0.8199, -3.0342, -0.3886], [1.0544, -3.2368, -1.9796], [0.3555, -0.9571, -1.0190], [1.0340, -0.2227, -1.9257], [1.6193, 0.8718, -1.3450], [2.3033, 1.6893, -2.1240], [2.4377, 1.4592, -3.4834], [1.8275, 0.3240, -3.9843], [1.1217, -0.5115, -3.2318], [-4.8228, -1.7317, -5.7770], [-3.6727, -2.3399, -6.8250], [-4.4478, -1.5142, -3.4176], [-2.7614, -1.5399, -1.5819], [0.1573, -3.0925, -4.2419], [-1.5155, -3.0933, -6.1023], [2.7685, 2.5334, -1.6288], [3.0018, 2.1310, -4.1146], [1.8944, 0.0513, -5.0335], [0.0825, 1.4283, 1.2327], [-1.1687, 1.9580, 1.0776], [-1.4909, 3.3220, 1.2651], [-2.7850, 3.7817, 1.0968], [-3.8135, 2.9219, 0.7281], [-3.5085, 1.5846, 0.4951], [-2.2184, 1.1150, 0.6482], [-0.7069, 4.0193, 1.5201], [-2.9977, 4.8357, 1.2466], [-4.8284, 3.2867, 0.6154], [-4.2995, 0.8967, 0.2117], [-1.9669, 0.0746, 0.4738]], "nbo_charge": [1.011, -0.725, 0.335, -0.296, -0.222, -0.292, -0.194, -0.049, 0.455, -0.774, -0.516, -0.170, -0.054, -0.143, -0.192, -0.288, -0.254, -0.230, 0.347, -0.713, 0.510, 0.200, 0.184, 0.185, 0.233, 0.162, 0.186, 0.181, 0.181, 0.192, -0.813, 0.155, -0.274, -0.182, -0.253, -0.160, -0.293, 2.323, -0.954, -0.954, -0.878, 0.587, -0.480, 0.145, -0.391, 0.107, -0.511, 0.367, 0.364, 0.197, 0.241, 0.244, 0.191, 0.207, 0.207, 0.177, -0.627, 0.293, -0.293, -0.203, -0.301, -0.220, -0.267, 0.215, 0.186, 0.183, 0.187, 0.223]}

=====

# 4
{"formula": "H2OTl", "method": "wB97M-V/def2-TZVPD", "charge": 3, "orbital_gap_ha": 0.102, "multiplicity": 1, "relative_energy_kcal_mol": 2.0, "homo_energy_ev": -28.080, "total_energy_ev": -6724.92197, "elements": ["Tl", "O", "H", "H"], "xyz": [[-1.2944, 2.5143, -3.1153], [0.2697, -0.6394, 0.7436], [0.0269, -0.6155, 1.6692], [0.9978, -1.2594, 0.7025]], "nbo_charge": [1.900, -0.019, 0.560, 0.559]}

=====

# 5
{"formula": "C5H6O2S", "method": "wB97M-V/def2-TZVPD", "orbital_gap_ha": 0.307, "multiplicity": 1, "relative_energy_kcal_mol": 59.2, "homo_energy_ev": -9.284, "smiles": "O[C@@H]1C=CC(=S)[C@@H]1O", "total_energy_ev": -20209.63717, "elements": ["O", "C", "C", "C", "C", "S", "C", "O", "H", "H", "H", "H", "H", "H"], "xyz": [[-1.0178, -1.5044, -0.6014], [0.1495, -0.6466, -0.8213], [1.0497, -1.1677, 0.2285], [0.9732, -0.4112, 1.2560], [0.0640, 0.7617, 1.0198], [-0.5170, 1.9650, 1.8760], [-0.0796, 0.7176, -0.4275], [-1.2512, 1.3511, -1.0769], [-1.7753, -0.8208, -0.6821], [0.3085, -0.7598, -1.9186], [1.8829, -1.9141, 0.0718], [1.3364, -0.6358, 2.2449], [0.6385, 1.4519, -0.9944], [-1.7618, 1.6131, -0.1747]], "nbo_charge": [-0.716, -0.001, -0.085, -0.256, -0.141, 0.085, -0.046, -0.721, 0.478, 0.207, 0.238, 0.231, 0.250, 0.476]}

=====

# 6
{"formula": "C4H5NS", "method": "wB97M-V/def2-TZVPD", "orbital_gap_ha": 0.326, "multiplicity": 1, "relative_energy_kcal_mol": 137.4, "homo_energy_ev": -8.947, "total_energy_ev": -16548.10706, "elements": ["C", "C", "C", "C", "H", "H", "H", "H", "H", "N", "S"], "xyz": [[0.0889, -0.7519, -0.2204], [-0.6713, 0.3258, 0.2926], [-0.6191, 1.5909, -0.5683], [-0.1957, 2.5805, -1.0497], [2.0094, -2.7180, 1.8516], [0.5136, -0.5443, -1.4787], [-1.7525, -0.0200, 0.4917], [-0.6193, 0.6644, 1.3641], [-0.2516, 3.5975, -1.6473], [0.3075, -1.5976, 0.5816], [1.1901, -3.1275, 0.3827]], "nbo_charge": [0.155, -0.555, -0.021, -0.256, 0.163, 0.146, 0.263, 0.277, 0.260, -0.550, 0.117]}

=====

The max |F| results, record by record, are as follows: 3.9, 2.5, 1.4, 3.1, 6.2, 7.8 eV/Å.